{
  "formula": "C4H8N2O2",
  "method": "wB97M-V/def2-TZVPD",
  "species": ["O", "O", "N", "N", "C", "C", "C", "C", "H", "H", "H", "H", "H", "H", "H", "H"],
  "xyz": [[-0.187, -1.902, -1.893], [-1.990, 0.219, -1.013], [-0.975, 0.501, -0.138], [0.823, -1.100, -1.262], [-1.306, -0.079, 1.195], [0.305, -0.206, -0.454], [2.547, 0.507, 0.549], [1.237, 0.869, 0.195], [3.370, 1.135, 0.947], [-1.883, 1.140, -1.583], [-0.814, 0.309, 2.132], [-1.007, -1.303, 1.056], [0.723, 1.788, 0.139], [-2.375, 0.119, 1.414], [2.643, -0.623, 0.680], [-1.112, -1.373, -1.965]],
  "de_lowest_ev": 8.1795,
  "total_energy_ev": -11345.933,
  "homo_ev": -9.1,
  "total_charge": 0,
  "homo_lumo_gap_ev": 9.5,
  "smiles": "C=C/C(=N/O)N(C)O",
  "lumo_energy_ev": 0.42
}